Record 1
Below is C2H4N2O2 in the gas phase, with properties calculated with ωB97M-V/def2-TZVPD.

```
! wB97M-V def2-TZVPD RIJCOSX def2/J DEFGRID3
* xyz 0 1
O -1.831 -1.101 -0.036
C -0.769 -0.262 -0.048
N -0.810 1.159 -0.169
N 0.630 1.164 0.082
C 0.570 -0.274 0.028
O 1.589 -1.173 -0.013
H -1.514 -1.999 -0.177
H -1.332 1.672 0.539
H 1.129 1.627 -0.678
H 2.338 -0.812 0.473
*
```

* SMILES string: Oc1[nH][nH]c1O
* lowest unoccupied orbital energy: 0.67 eV
* energy above the lowest of the compared OMol25 structures with the same formula, charge and spin: 415.8 kJ/mol
* strongest force on any atom: 0.8 eV/Å
* electronic energy: -9210.91378 eV
* HOMO-LUMO gap: 8.2953 eV

What are the Löwdin partial charges on each atom? They are as follows, in elementary charge units: O 0.0826; C -0.3284; N 0.0314; N 0.0210; C -0.3296; O 0.0672; H 0.1148; H 0.1189; H 0.1146; H 0.1074

Record 2
Below is C19H20BNO4 in the gas phase in a non-equilibrium geometry, with properties calculated with ωB97M-V/def2-TZVPD.

```
! wB97M-V def2-TZVPD RIJCOSX def2/J DEFGRID3
* xyz 0 1
C 0.164 2.828 -1.207
C 1.430 2.107 -0.722
C 1.680 0.837 -1.472
O 2.727 0.745 -2.055
N 0.737 -0.194 -1.473
C 0.939 -1.534 -1.940
C -0.111 -2.528 -1.439
C -0.598 -2.383 -0.024
C -0.075 -2.959 1.125
O -0.644 -2.488 2.261
C -1.612 -1.620 1.834
C -2.535 -0.876 2.597
C -3.453 -0.120 1.950
C -3.443 -0.033 0.552
C -2.582 -0.741 -0.238
C -1.655 -1.580 0.407
B 0.961 -1.659 -3.555
O 1.805 -0.813 -4.215
O 0.133 -2.571 -4.171
C 1.424 1.884 0.766
C 1.616 2.917 1.622
C 1.448 2.799 2.968
C 1.103 1.585 3.502
C 0.952 0.484 2.673
C 1.040 0.672 1.325
H -0.710 2.227 -0.996
H 0.229 2.947 -2.295
H -0.016 3.803 -0.786
H 2.292 2.731 -0.980
H -0.209 -0.038 -1.151
H 1.967 -1.849 -1.668
H -1.008 -2.457 -2.087
H 0.226 -3.567 -1.611
H 0.820 -3.617 1.101
H -2.561 -0.868 3.672
H -4.242 0.396 2.481
H -4.192 0.591 0.082
H -2.472 -0.603 -1.288
H 2.226 -0.198 -3.563
H 0.116 -2.583 -5.153
H 1.920 3.871 1.244
H 1.588 3.666 3.584
H 1.011 1.459 4.558
H 0.723 -0.476 3.104
H 0.842 -0.196 0.681
*
```

* SMILES string: C[C@H](C(=O)N[C@@H](Cc1coc2ccccc12)B(O)O)c1ccccc1
* lowest unoccupied orbital energy: 0.51 eV
* energy above the lowest of the compared OMol25 structures with the same formula, charge and spin: 50.3 kJ/mol
* strongest force on any atom: 2.8 eV/Å
* electronic energy: -30386.96186 eV
* HOMO-LUMO gap: 8.9851 eV

What are the Löwdin partial charges on each atom? They are as follows, in elementary charge units: C -0.0213; C -0.2311; C -0.4314; O 0.0924; N 0.1077; C -0.1926; C -0.0945; C -0.1757; C -0.0338; O 0.0514; C -0.1896; C -0.0017; C -0.0915; C -0.0887; C -0.0234; C -0.1490; B -0.6028; O 0.1643; O 0.1514; C -0.1835; C -0.0593; C -0.0833; C -0.0790; C -0.0647; C -0.0177; H 0.0719; H 0.0922; H 0.0782; H 0.1524; H 0.1193; H 0.1642; H 0.1238; H 0.1398; H 0.1503; H 0.1158; H 0.1073; H 0.1026; H 0.1059; H 0.0745; H 0.1283; H 0.1174; H 0.1043; H 0.0966; H 0.1000; H 0.1030

Record 3
Below is 2 unconnected molecules or ions with the total composition C3H11N2O2, with properties calculated with ωB97M-V/def2-TZVPD.

```
! wB97M-V def2-TZVPD RIJCOSX def2/J DEFGRID3
* xyz -1 1
C -1.124 0.949 2.786
N -0.750 -0.421 2.494
C -1.111 -0.794 1.096
O -0.630 0.003 0.125
H -0.747 1.666 2.053
H -0.759 1.243 3.775
H -2.212 1.024 2.790
H 0.259 -0.501 2.562
H -2.222 -0.816 1.116
H -0.763 -1.845 1.004
N 1.532 -0.409 -1.419
C 1.078 0.073 -2.677
O 1.845 -0.500 -3.754
H 0.743 -0.284 -0.717
H 2.365 0.085 -1.129
H 0.034 -0.219 -2.765
H 1.133 1.172 -2.780
H 1.329 -0.423 -4.562
*
```

* lowest unoccupied orbital energy: 3.72 eV
* energy above the lowest of the compared OMol25 structures with the same formula, charge and spin: 55.3 kJ/mol
* strongest force on any atom: 0.4 eV/Å
* electronic energy: -10364.23893 eV
* HOMO-LUMO gap: 6.9011 eV

What are the Löwdin partial charges on each atom? They are as follows, in elementary charge units: C -0.2015; N -0.1457; C -0.5277; O -0.3223; H 0.0538; H 0.0531; H 0.0595; H 0.0722; H 0.0776; H 0.0826; N -0.0075; C -0.4017; O -0.1092; H 0.0140; H 0.0475; H 0.1036; H 0.0995; H 0.0519

Record 4
Below is 7 unconnected molecules or ions with the total composition C28H39N2O18 in a non-equilibrium geometry, with properties calculated with ωB97M-V/def2-TZVPD.

```
! wB97M-V def2-TZVPD RIJCOSX def2/J DEFGRID3
* xyz 1 1
C 7.352 1.846 -1.584
C 6.994 0.796 -2.835
C 5.424 0.254 -2.913
C 4.397 0.800 -1.754
C 2.818 0.268 -1.899
C 2.241 1.043 -3.261
C 2.063 2.670 -2.962
C 1.614 3.003 -1.411
N 0.881 1.784 -0.896
C 1.874 0.643 -0.618
N 4.698 1.737 -0.622
C 6.123 2.209 -0.562
H 8.420 2.315 -1.440
H 7.802 0.484 -3.645
H 5.103 -0.454 -3.787
H 2.776 -0.895 -2.118
H 1.247 0.559 -3.655
H 3.020 0.979 -4.155
H 1.194 3.072 -3.658
H 3.082 3.249 -3.162
H 0.922 3.971 -1.386
H 2.533 3.255 -0.701
H 0.088 1.481 -1.530
H 0.408 2.070 0.012
H 2.438 0.835 0.389
H 1.185 -0.312 -0.423
H 6.396 2.955 0.329
C -4.577 1.112 -2.000
C -3.490 1.747 -1.195
O -2.412 1.825 -2.108
C -2.952 1.815 -3.362
O -2.324 2.038 -4.383
O -4.285 1.523 -3.322
H -5.572 1.453 -1.699
H -4.546 0.019 -1.955
H -3.750 2.760 -0.867
H -3.217 1.150 -0.321
C -0.137 -2.959 0.974
C -0.629 -4.173 0.253
O -2.013 -4.186 0.546
C -2.366 -2.903 0.852
O -3.516 -2.519 0.990
O -1.265 -2.106 0.983
H 0.705 -2.484 0.462
H 0.151 -3.175 2.008
H -0.497 -4.097 -0.831
H -0.149 -5.089 0.606
C 4.493 -3.442 3.252
C 3.326 -3.269 4.170
O 2.212 -3.392 3.307
C 2.627 -4.111 2.223
O 1.883 -4.549 1.362
O 3.982 -4.277 2.231
H 5.346 -3.913 3.748
H 4.817 -2.496 2.806
H 3.273 -4.055 4.931
H 3.327 -2.294 4.666
C 0.187 -7.072 6.129
C 1.420 -7.533 5.422
O 2.305 -6.438 5.562
C 1.897 -5.737 6.660
O 2.532 -4.830 7.173
O 0.688 -6.183 7.110
H -0.359 -7.896 6.595
H -0.493 -6.522 5.469
H 1.868 -8.413 5.894
H 1.237 -7.751 4.366
C -9.910 0.806 -3.704
C -8.933 1.833 -4.178
O -8.149 2.092 -3.028
C -8.243 0.990 -2.228
O -7.561 0.800 -1.235
O -9.200 0.130 -2.683
H -10.202 0.113 -4.497
H -10.811 1.254 -3.271
H -8.281 1.456 -4.972
H -9.425 2.746 -4.525
C -0.616 7.841 0.658
C 0.637 7.192 0.167
O 0.581 5.900 0.741
C -0.734 5.636 0.997
O -1.165 4.547 1.335
O -1.503 6.751 0.824
H -1.019 8.563 -0.057
H -0.480 8.336 1.625
H 0.659 7.095 -0.923
H 1.536 7.723 0.494
*
```

* lowest unoccupied orbital energy: -2.66 eV
* strongest force on any atom: 6.3 eV/Å
* electronic energy: -69489.48969 eV
* HOMO-LUMO gap: 8.7140 eV

What are the Löwdin partial charges on each atom? They are as follows, in elementary charge units: C -0.0330; C -0.0125; C -0.0044; C -0.1610; C -0.2055; C -0.1491; C -0.1415; C -0.1410; N 0.0135; C -0.0983; N 0.0088; C -0.0955; H 0.0918; H 0.1000; H 0.0986; H 0.1538; H 0.1231; H 0.1228; H 0.1289; H 0.1348; H 0.1440; H 0.1438; H 0.1751; H 0.1924; H 0.1472; H 0.1382; H 0.1099; C -0.1261; C -0.1276; O 0.0204; C -0.5194; O 0.1217; O 0.0753; H 0.1115; H 0.1469; H 0.1414; H 0.1402; C -0.1677; C -0.1399; O 0.0719; C -0.5173; O 0.1303; O 0.0479; H 0.1167; H 0.1226; H 0.1397; H 0.1254; C -0.1260; C -0.1220; O 0.0576; C -0.4871; O 0.1057; O 0.0773; H 0.1446; H 0.1349; H 0.1128; H 0.1459; C -0.1351; C -0.1348; O 0.0481; C -0.5137; O 0.1286; O 0.0719; H 0.1412; H 0.1377; H 0.1395; H 0.1392; C -0.1365; C -0.1367; O 0.0620; C -0.5033; O 0.1199; O 0.0720; H 0.1402; H 0.1388; H 0.1385; H 0.1397; C -0.1318; C -0.1394; O 0.0389; C -0.5201; O 0.1186; O 0.0731; H 0.1429; H 0.1416; H 0.1353; H 0.1413